*1*
Below is a 9-piece molecular cluster, C42H109N7O14 overall, with properties calculated with ωB97M-V/def2-TZVPD.

Computed properties:
**LUMO**: 0.55 eV
**SMILES**: COC[C@H](C)N.COC[C@H](C)N.COCCNCCOC.COCCNCCOC.COCCNCCOC.COCCNCCOC.COCCNCCOC.CCO.CCO
**Frontier orbital gap**: 9.02 eV

```
172
C42H109N7O14 (ωB97M-V/def2-TZVPD)
C 6.882 -2.147 1.938
O 5.560 -2.620 1.696
C 5.001 -2.163 0.491
C 4.675 -0.609 0.273
C 3.698 -0.168 1.362
N 3.967 -0.311 -0.990
H 7.242 -2.687 2.813
H 7.221 -1.112 1.989
H 7.591 -2.607 1.249
H 5.633 -2.578 -0.294
H 4.039 -2.676 0.469
H 5.566 0.019 0.280
H 4.248 -0.460 2.256
H 2.726 -0.659 1.310
H 3.612 0.918 1.399
H 4.280 0.587 -1.331
H 2.959 -0.286 -0.938
C -1.829 0.870 5.325
O -3.031 0.569 6.064
C -3.483 1.622 6.908
C -4.953 1.441 7.362
C -5.154 0.140 8.165
N -5.751 1.494 6.146
H -2.230 1.567 4.589
H -1.407 0.054 4.738
H -1.165 1.475 5.942
H -2.889 1.676 7.821
H -3.439 2.544 6.329
H -5.176 2.235 8.074
H -4.634 0.168 9.123
H -4.859 -0.631 7.454
H -6.226 0.014 8.322
H -5.495 0.650 5.653
H -5.378 2.202 5.530
C 3.890 0.923 -4.407
O 2.485 0.920 -4.212
C 1.901 -0.353 -3.991
C 1.177 -0.813 -5.272
N 1.828 -0.414 -6.555
C 1.009 -0.907 -7.695
C 1.305 -2.433 -8.020
O 0.529 -3.203 -7.182
C -0.794 -3.402 -7.649
H 4.588 0.848 -3.573
H 4.087 1.868 -4.913
H 4.145 0.152 -5.134
H 1.237 -0.200 -3.141
H 2.641 -1.097 -3.696
H 0.141 -0.495 -5.149
H 1.101 -1.900 -5.261
H 2.024 0.576 -6.592
H 1.414 -0.375 -8.556
H -0.063 -0.778 -7.550
H 2.336 -2.697 -7.783
H 1.045 -2.787 -9.017
H -1.170 -4.264 -7.098
H -0.868 -3.709 -8.692
H -1.373 -2.486 -7.536
C 0.224 -5.052 5.569
O -0.507 -5.485 4.431
C -1.076 -4.421 3.636
C -2.095 -4.964 2.690
N -2.833 -3.934 2.026
C -2.256 -3.692 0.711
C -2.895 -2.426 0.037
O -4.268 -2.653 -0.409
C -4.978 -1.432 -0.783
H -0.049 -5.881 6.223
H -0.270 -4.240 6.102
H 1.292 -4.906 5.410
H -0.274 -3.972 3.050
H -1.427 -3.614 4.279
H -2.901 -5.373 3.299
H -1.774 -5.731 1.984
H -3.750 -4.326 1.870
H -2.632 -4.504 0.088
H -1.172 -3.594 0.760
H -2.312 -2.029 -0.794
H -2.802 -1.608 0.752
H -4.444 -0.858 -1.540
H -5.066 -0.878 0.152
H -5.966 -1.747 -1.117
C -0.883 -3.404 -2.891
O 0.389 -3.256 -2.157
C 1.263 -4.329 -2.275
C 2.703 -4.023 -1.579
N 3.803 -4.864 -2.140
C 4.080 -4.754 -3.577
C 5.000 -3.665 -3.991
O 6.188 -3.823 -3.309
C 7.316 -3.126 -3.705
H -1.527 -4.186 -2.488
H -0.846 -3.313 -3.976
H -1.564 -2.557 -2.808
H 1.289 -4.633 -3.322
H 0.920 -5.212 -1.736
H 2.584 -4.076 -0.497
H 3.073 -3.031 -1.838
H 4.689 -4.498 -1.823
H 3.135 -4.801 -4.118
H 4.679 -5.654 -3.719
H 4.546 -2.703 -3.751
H 5.139 -3.812 -5.062
H 8.096 -3.294 -2.962
H 7.056 -2.068 -3.742
H 7.743 -3.435 -4.659
C -7.976 7.311 -1.437
O -7.290 6.071 -1.404
C -8.076 5.042 -0.768
C -7.290 3.721 -1.011
N -5.947 3.741 -0.414
C -5.212 2.514 -0.570
C -3.946 2.329 0.349
O -4.086 2.690 1.684
C -5.049 2.116 2.404
H -8.332 7.471 -0.419
H -8.865 7.258 -2.065
H -7.319 8.097 -1.810
H -9.091 4.952 -1.157
H -8.340 5.328 0.250
H -7.262 3.585 -2.092
H -7.805 2.909 -0.498
H -5.262 4.407 -0.741
H -4.813 2.448 -1.582
H -5.818 1.619 -0.433
H -3.051 2.875 0.052
H -3.594 1.313 0.171
H -5.993 2.549 2.072
H -4.957 2.348 3.465
H -5.300 1.058 2.334
C -0.364 4.793 3.335
O 1.031 4.885 3.066
C 1.789 5.600 4.049
C 3.242 5.612 3.618
N 3.847 4.305 3.373
C 5.236 4.508 2.996
C 5.923 3.094 2.891
O 7.347 3.169 2.605
C 7.750 2.516 1.418
H -0.599 4.029 4.076
H -0.752 4.208 2.501
H -0.929 5.722 3.407
H 1.702 4.901 4.882
H 1.389 6.570 4.343
H 3.818 6.038 4.440
H 3.353 6.214 2.716
H 3.315 4.029 2.560
H 5.780 5.174 3.667
H 5.267 4.917 1.986
H 5.379 2.461 2.189
H 5.937 2.720 3.915
H 7.269 3.021 0.581
H 7.371 1.494 1.428
H 8.813 2.548 1.179
C -2.539 1.826 -4.178
C -2.336 0.566 -3.322
O -2.028 0.886 -2.000
H -3.328 2.453 -3.764
H -2.960 1.603 -5.158
H -1.582 2.347 -4.207
H -1.533 -0.064 -3.705
H -3.242 -0.010 -3.135
H -1.072 0.845 -1.933
C 0.167 0.859 1.775
C -0.101 -0.149 0.635
O 0.820 -0.198 -0.448
H 0.926 0.448 2.441
H -0.703 0.988 2.419
H 0.532 1.847 1.496
H -1.108 -0.008 0.244
H -0.057 -1.163 1.032
H 0.848 -1.025 -0.935
```

---

*2*
Below is a 9-piece molecular cluster, C42H109N7O14 overall, with properties calculated with ωB97M-V/def2-TZVPD.

Computed properties:
**LUMO**: 0.60 eV
**SMILES**: COC[C@H](C)N.COC[C@H](C)N.COCCNCCOC.COCCNCCOC.COCCNCCOC.COCCNCCOC.COCCNCCOC.CCO.CCO
**Frontier orbital gap**: 8.67 eV

```
172
C42H109N7O14 (ωB97M-V/def2-TZVPD)
C -2.354 -2.487 3.700
O -1.050 -2.912 3.382
C -1.016 -3.951 2.427
C 0.452 -4.357 2.304
C 0.639 -5.629 1.415
N 1.128 -4.588 3.634
H -2.959 -3.339 4.046
H -2.890 -1.969 2.900
H -2.238 -1.801 4.539
H -1.660 -4.775 2.806
H -1.446 -3.631 1.457
H 1.016 -3.528 1.841
H 0.333 -6.485 2.030
H 1.707 -5.752 1.297
H 0.148 -5.717 0.440
H 0.755 -5.481 3.968
H 0.843 -3.855 4.290
C 3.931 1.382 7.427
O 3.678 0.517 6.374
C 3.012 -0.675 6.767
C 3.186 -1.743 5.697
C 2.550 -1.325 4.267
N 2.478 -2.981 6.146
H 4.499 2.193 6.984
H 4.589 0.872 8.144
H 3.063 1.795 7.972
H 3.422 -1.059 7.714
H 1.954 -0.424 6.962
H 4.297 -1.843 5.642
H 2.991 -0.452 3.785
H 1.497 -1.119 4.467
H 2.574 -2.155 3.547
H 2.646 -3.709 5.457
H 2.854 -3.326 7.023
C 3.266 1.512 1.039
O 3.856 2.779 1.305
C 4.316 3.458 0.154
C 4.957 4.744 0.517
N 5.193 5.526 -0.672
C 5.676 6.951 -0.412
C 5.948 7.665 -1.687
O 4.748 7.838 -2.368
C 4.812 8.841 -3.383
H 3.949 0.752 0.642
H 2.433 1.646 0.321
H 2.852 1.169 1.980
H 3.498 3.619 -0.574
H 5.049 2.802 -0.337
H 5.909 4.520 1.021
H 4.272 5.165 1.285
H 4.425 5.470 -1.326
H 6.625 6.851 0.126
H 4.988 7.545 0.218
H 6.700 7.065 -2.237
H 6.360 8.679 -1.504
H 3.796 8.716 -3.786
H 5.519 8.652 -4.207
H 4.889 9.865 -2.997
C -1.584 1.003 4.782
O -0.812 2.172 4.871
C 0.589 1.985 4.886
C 1.223 3.255 5.239
N 1.013 4.377 4.315
C 1.665 4.262 3.032
C 1.401 5.383 2.084
O 0.066 5.420 1.716
C -0.282 6.393 0.774
H -2.627 1.327 4.731
H -1.439 0.264 5.581
H -1.344 0.529 3.816
H 0.948 1.626 3.902
H 0.935 1.256 5.646
H 2.304 3.061 5.240
H 0.942 3.542 6.262
H 0.042 4.630 4.223
H 1.459 3.336 2.445
H 2.746 4.254 3.227
H 2.071 5.306 1.190
H 1.619 6.340 2.596
H -0.291 7.406 1.209
H -1.284 6.155 0.392
H 0.455 6.402 -0.045
C -2.904 4.853 -1.992
O -2.623 3.491 -1.822
C -3.769 2.639 -1.859
C -3.274 1.220 -1.783
N -2.383 0.817 -2.816
C -2.831 0.886 -4.189
C -4.013 -0.005 -4.502
O -5.206 0.698 -4.181
C -6.397 -0.052 -4.280
H -3.348 5.113 -2.980
H -1.976 5.412 -1.868
H -3.585 5.184 -1.195
H -4.294 2.802 -2.817
H -4.460 2.897 -1.030
H -4.128 0.534 -1.847
H -2.787 1.039 -0.819
H -1.456 1.200 -2.759
H -1.981 0.656 -4.827
H -3.199 1.890 -4.498
H -3.951 -0.958 -3.939
H -4.063 -0.220 -5.580
H -7.168 0.558 -3.810
H -6.309 -1.013 -3.743
H -6.684 -0.257 -5.328
C 0.620 2.265 -2.229
O 0.368 1.609 -3.504
C 1.290 0.593 -3.808
C 0.601 -0.593 -4.471
N -0.291 -1.275 -3.543
C -1.013 -2.468 -3.985
C -0.208 -3.413 -4.874
O -0.949 -4.616 -5.014
C -0.282 -5.540 -5.814
H 1.657 2.601 -2.118
H 0.354 1.589 -1.401
H -0.047 3.119 -2.220
H 1.763 0.262 -2.872
H 2.078 0.993 -4.471
H 1.415 -1.283 -4.724
H 0.115 -0.269 -5.412
H -0.972 -0.639 -3.121
H -1.941 -2.216 -4.541
H -1.327 -3.017 -3.100
H 0.753 -3.656 -4.386
H -0.002 -3.010 -5.885
H -0.985 -6.375 -5.906
H 0.636 -5.912 -5.335
H -0.025 -5.169 -6.813
C -4.485 -0.474 1.066
O -3.780 -1.468 0.435
C -4.599 -2.362 -0.280
C -3.764 -3.229 -1.162
N -4.561 -4.187 -1.923
C -3.698 -5.039 -2.795
C -4.365 -6.356 -3.131
O -4.527 -7.049 -1.893
C -5.003 -8.361 -2.113
H -5.059 0.076 0.305
H -3.727 0.204 1.449
H -5.160 -0.780 1.873
H -5.253 -1.796 -0.967
H -5.246 -2.958 0.396
H -2.917 -3.703 -0.591
H -3.321 -2.576 -1.939
H -4.957 -4.851 -1.259
H -2.727 -5.287 -2.319
H -3.457 -4.470 -3.698
H -3.754 -6.954 -3.826
H -5.359 -6.198 -3.599
H -4.185 -8.939 -2.576
H -5.863 -8.392 -2.805
H -5.272 -8.822 -1.168
C 3.009 -3.578 -2.036
C 3.174 -3.246 -0.608
O 3.209 -1.853 -0.330
H 3.792 -3.004 -2.553
H 2.039 -3.224 -2.412
H 3.130 -4.640 -2.268
H 4.188 -3.546 -0.334
H 2.475 -3.799 0.042
H 2.406 -1.424 -0.676
C -0.143 -0.569 1.162
C -0.501 -1.090 -0.211
O 0.656 -0.873 -1.061
H -0.974 -0.542 1.865
H 0.223 0.458 1.007
H 0.679 -1.141 1.607
H -1.412 -0.639 -0.631
H -0.659 -2.182 -0.172
H 0.453 -1.308 -1.944
```

---

The most stable structure shown above is *2*; the least stable is *1*.